{"formula": "C26H49F9NO6", "method": "ωB97M-V/def2-TZVPD", "energy_ev": -65970.0406, "lumo_energy_ev": -3.169, "charge": 1, "homo_ev": -10.232, "elements": ["F", "F", "F", "F", "F", "F", "F", "F", "F", "O", "O", "O", "O", "O", "O", "N", "C", "C", "C", "C", "C", "C", "C", "C", "C", "C", "C", "C", "C", "C", "C", "C", "C", "C", "C", "C", "C", "C", "C", "C", "C", "C", "H", "H", "H", "H", "H", "H", "H", "H", "H", "H", "H", "H", "H", "H", "H", "H", "H", "H", "H", "H", "H", "H", "H", "H", "H", "H", "H", "H", "H", "H", "H", "H", "H", "H", "H", "H", "H", "H", "H", "H", "H", "H", "H", "H", "H", "H", "H", "H", "H"], "xyz": [[1.780, 2.940, -0.868], [1.090, -1.895, -4.027], [2.426, 0.661, -1.147], [0.925, 1.039, -5.503], [2.580, 0.152, -4.039], [3.510, 2.478, -2.456], [0.103, -0.838, -2.139], [-0.241, 2.069, -2.361], [1.263, 3.122, -3.882], [-3.132, -6.564, 6.003], [-5.017, -4.383, 4.978], [7.383, 6.201, -0.794], [-1.933, -4.386, 4.206], [6.556, 3.279, -0.420], [9.245, 4.400, 0.849], [-3.440, 1.789, -2.736], [5.242, 2.946, -0.001], [-6.499, 0.633, -2.991], [7.678, 5.072, -1.628], [-2.062, 0.457, -4.641], [2.229, 1.925, -1.893], [-1.753, -5.798, 4.073], [-1.166, -0.885, -4.437], [-2.491, -1.545, 0.759], [-3.865, -1.236, -0.143], [1.140, 0.610, -4.070], [-0.748, -3.715, 4.588], [-3.625, 1.370, -1.262], [-5.712, -0.793, -2.828], [7.389, 5.968, 0.621], [-4.051, -0.661, -2.925], [0.252, -0.698, -3.637], [1.060, 1.883, -3.041], [-3.474, -5.314, 6.617], [10.634, 4.370, 0.578], [-4.901, -4.838, 6.325], [8.778, 5.703, 1.210], [-3.399, 0.604, -3.724], [6.582, 4.001, -1.650], [-3.491, -0.258, -1.402], [-2.986, -6.557, 4.576], [-6.260, -4.720, 4.385], [-0.872, -1.267, -5.530], [-1.602, -6.010, 3.010], [8.653, 4.649, -1.385], [-3.396, -5.490, 7.696], [8.726, 5.739, 2.303], [-1.009, -2.686, 4.850], [-2.694, 2.524, -2.926], [-1.461, 1.483, -4.534], [10.912, 5.149, -0.139], [11.202, 4.489, 1.505], [6.678, 5.187, 0.893], [-6.180, -4.542, 3.308], [-4.155, -2.290, -0.608], [-6.258, 1.438, -2.177], [-7.053, -4.089, 4.791], [-5.143, -3.991, 6.977], [-2.765, 1.800, -0.596], [9.471, 6.479, 0.865], [-2.753, -1.799, 1.891], [-2.868, -7.608, 4.291], [-3.899, -6.212, 4.091], [4.582, 3.818, -0.035], [5.616, 4.477, -1.852], [-6.043, -1.536, -3.699], [7.010, 6.893, 1.069], [-1.717, -1.799, -3.936], [-1.893, -2.470, 0.324], [7.767, 5.477, -2.643], [-0.035, -3.704, 3.759], [5.295, 2.604, 1.037], [-6.080, -1.284, -1.832], [-1.764, -0.615, 0.715], [-5.602, -5.653, 6.531], [-0.297, -4.183, 5.469], [-4.595, 1.725, -0.708], [-4.719, -0.753, 0.495], [-4.309, 2.359, -2.967], [-7.665, 0.397, -2.903], [-2.334, -0.405, -1.500], [-2.735, -4.547, 6.382], [-6.497, -5.778, 4.533], [6.792, 3.280, -2.447], [-3.783, -1.772, -3.254], [-6.344, 1.080, -4.072], [-0.871, -6.136, 4.628], [-4.200, 0.986, -4.523], [-2.428, 0.454, -5.778], [4.844, 2.139, -0.620], [10.873, 3.401, 0.132]]}



{"formula": "C26H50Cl6O24", "method": "ωB97M-V/def2-TZVPD", "energy_ev": -152046.9671, "lumo_energy_ev": 0.442, "charge": 0, "e_above_lowest_kj_mol": 0.0, "homo_ev": -10.614, "elements": ["Cl", "Cl", "Cl", "Cl", "Cl", "Cl", "O", "O", "O", "O", "O", "O", "O", "O", "O", "O", "O", "O", "O", "O", "O", "O", "O", "O", "O", "O", "O", "O", "O", "O", "C", "C", "C", "C", "C", "C", "C", "C", "C", "C", "C", "C", "C", "C", "C", "C", "C", "C", "C", "C", "C", "C", "C", "C", "C", "C", "H", "H", "H", "H", "H", "H", "H", "H", "H", "H", "H", "H", "H", "H", "H", "H", "H", "H", "H", "H", "H", "H", "H", "H", "H", "H", "H", "H", "H", "H", "H", "H", "H", "H", "H", "H", "H", "H", "H", "H", "H", "H", "H", "H", "H", "H", "H", "H", "H", "H"], "xyz": [[-1.555, 0.729, -5.156], [-0.886, -1.594, -6.802], [3.061, -0.726, 0.806], [4.713, -1.953, -1.313], [4.332, 0.901, -1.221], [-3.369, -0.136, -7.253], [-1.484, -0.226, 5.570], [-2.175, -0.490, 7.642], [-0.609, -1.871, 6.763], [-0.363, -6.165, -3.151], [2.776, -2.390, -5.970], [-3.529, -5.979, 2.183], [1.308, -6.197, -4.491], [2.745, 6.281, 1.547], [2.776, -1.042, -7.777], [1.135, 2.693, 3.186], [-1.430, -1.301, -1.547], [-1.381, -0.013, 0.177], [-1.368, 4.733, 0.899], [-2.963, 5.684, 2.172], [0.886, 0.598, 3.658], [2.171, 6.413, -0.628], [2.951, -0.155, -5.821], [-4.217, -5.670, 0.057], [0.365, 0.045, -1.221], [2.287, 4.452, 0.490], [-1.731, 6.974, 0.979], [1.162, -4.469, -3.066], [1.930, 1.905, 5.155], [-2.942, -4.173, 1.172], [-0.847, -1.914, -2.706], [-1.956, 5.705, 1.299], [3.573, -0.662, -0.876], [-1.352, -0.936, 6.687], [-2.406, 0.846, 5.440], [2.417, 5.763, 0.353], [2.535, -5.684, -4.994], [-4.057, -7.306, 2.157], [-3.614, -5.298, 1.031], [-0.514, 7.232, 0.281], [1.374, 1.763, 4.097], [2.823, -1.292, -6.471], [-2.203, -1.171, 8.895], [2.627, -2.161, -8.631], [-3.317, 4.475, 2.801], [1.376, 4.045, 3.557], [0.722, -5.500, -3.521], [-1.675, -0.044, -6.776], [3.073, -0.242, -4.404], [1.310, -0.597, 4.305], [3.260, 7.604, 1.538], [-0.736, -0.365, -0.915], [2.065, 3.727, -0.731], [-3.122, -3.146, 0.179], [-1.198, -5.610, -2.141], [-0.789, 1.015, 0.974], [-0.726, 7.631, -0.711], [1.988, 2.691, -0.421], [2.502, -4.611, -5.162], [2.838, -1.881, -9.658], [-2.655, 3.650, 2.525], [4.101, 7.676, 0.845], [0.753, -1.406, 3.843], [-3.218, -1.510, 9.106], [-0.002, 8.038, 0.808], [-4.169, -3.146, -0.128], [3.588, 7.838, 2.544], [2.512, 8.316, 1.183], [2.893, 3.792, -1.434], [-1.999, -0.435, 9.673], [-1.604, -1.736, -3.465], [2.362, -0.831, 4.127], [-1.496, -1.996, 8.852], [-2.473, -3.346, -0.666], [0.198, -1.682, -2.882], [3.366, -5.938, -4.334], [-1.903, -4.924, -2.609], [-2.363, 1.551, 6.270], [0.575, 4.392, 4.215], [-4.335, 4.149, 2.605], [-3.476, -7.922, 1.471], [2.704, -6.190, -5.943], [-1.400, 1.198, 1.852], [1.138, -0.536, 5.373], [1.127, 4.070, -1.163], [-2.136, 1.383, 4.534], [-0.623, 1.924, 0.414], [-3.152, 4.620, 3.870], [0.145, 0.626, 1.378], [-0.782, -2.990, -2.563], [2.297, 4.190, 4.122], [2.925, 0.746, -3.985], [-0.606, -5.118, -1.371], [1.585, -2.494, -8.601], [0.110, 6.363, 0.198], [-3.415, 0.444, 5.350], [-1.191, 0.670, -7.429], [2.365, -0.942, -3.958], [-5.121, -7.333, 1.938], [2.651, -0.792, -1.432], [-3.859, -7.666, 3.165], [1.425, 4.626, 2.652], [3.245, -3.003, -8.323], [-2.912, -2.230, 0.719], [4.061, -0.634, -4.160], [-1.799, -6.398, -1.695]]}



{"formula": "C26H50F12NO22P3", "method": "ωB97M-V/def2-TZVPD", "energy_ev": -134787.8012, "lumo_energy_ev": [2.021, 2.021], "charge": -1, "s_squared": 0.75, "spin_multiplicity": 2, "homo_ev": [-1.325, -4.929], "elements": ["P", "P", "P", "F", "F", "F", "F", "F", "F", "F", "F", "F", "F", "F", "F", "O", "O", "O", "O", "O", "O", "O", "O", "O", "O", "O", "O", "O", "O", "O", "O", "O", "O", "O", "O", "O", "O", "N", "C", "C", "C", "C", "C", "C", "C", "C", "C", "C", "C", "C", "C", "C", "C", "C", "C", "C", "C", "C", "C", "C", "C", "C", "C", "C", "H", "H", "H", "H", "H", "H", "H", "H", "H", "H", "H", "H", "H", "H", "H", "H", "H", "H", "H", "H", "H", "H", "H", "H", "H", "H", "H", "H", "H", "H", "H", "H", "H", "H", "H", "H", "H", "H", "H", "H", "H", "H", "H", "H", "H", "H", "H", "H", "H", "H"], "xyz": [[2.975, 3.107, -0.788], [4.039, -3.091, 0.028], [-3.310, -3.991, -2.746], [-1.310, 3.869, 5.586], [-7.999, -0.663, 0.933], [-3.261, 7.068, 3.346], [3.392, -0.276, -5.077], [4.053, -2.275, -4.900], [-5.119, 6.000, 2.912], [0.102, 3.069, 7.008], [-1.382, 1.741, 6.151], [-8.010, 1.436, 0.646], [2.637, -1.682, -6.420], [-4.349, 6.065, 4.931], [-7.821, 0.681, 2.675], [-2.326, 4.788, 2.240], [2.175, 2.892, 0.431], [-1.667, -3.807, -2.679], [-3.500, -5.656, -2.570], [4.682, -1.899, 0.939], [-3.812, -3.424, -1.281], [-5.243, 0.167, 2.427], [0.098, 1.460, 4.002], [-3.446, 3.720, 4.015], [3.532, 4.602, -0.964], [2.467, -2.861, 0.263], [-0.946, -1.237, 0.805], [-1.989, 0.338, -0.333], [1.359, 3.319, 4.647], [-5.489, 0.461, 0.185], [4.235, 2.091, -0.932], [-3.981, -3.325, -3.882], [4.535, -4.447, 0.472], [2.146, 2.930, -2.190], [0.605, -1.729, -4.865], [1.898, -1.659, -3.000], [4.263, -2.661, -1.495], [-0.987, -0.335, -0.043], [2.146, 0.042, 3.879], [5.790, -2.210, 1.815], [5.524, -2.794, -2.129], [3.894, 0.680, -0.974], [-0.680, -1.406, -4.230], [1.784, -3.036, 1.580], [0.341, 0.036, -0.605], [-3.532, -6.463, -3.734], [-3.247, 4.709, 3.329], [-7.470, 0.434, 1.415], [-5.964, 0.380, 1.252], [-4.006, 6.008, 3.651], [-1.192, 3.758, 0.334], [-4.232, -2.042, -1.117], [-0.846, -4.448, -1.794], [1.768, -1.615, -4.219], [-1.613, 3.652, 1.814], [0.434, 2.531, 4.828], [-0.616, 2.823, 5.972], [2.980, -1.487, -5.174], [2.765, 2.996, -3.486], [-3.865, -0.111, 2.368], [-3.200, -0.154, 3.715], [1.097, 0.919, 3.163], [-1.065, 0.089, -4.203], [4.964, 4.861, -0.868], [5.283, 4.781, -1.907], [6.307, -3.038, -1.411], [-3.020, -7.366, -3.401], [-3.367, 0.762, 4.282], [5.591, -2.858, 2.668], [-4.056, -1.880, -0.053], [0.021, -4.937, -2.239], [-1.193, 0.532, -5.190], [-3.175, -6.068, -4.685], [-1.451, -2.042, -4.665], [0.597, 0.320, 2.402], [4.764, 0.076, -0.718], [3.777, 3.400, -3.501], [2.506, -3.461, 2.277], [-0.735, 3.497, 2.441], [1.590, 1.684, 2.563], [3.143, 0.386, -0.241], [2.209, 3.695, -4.110], [2.740, 2.011, -3.953], [1.592, -0.693, 4.464], [1.370, -2.119, 2.001], [3.679, 0.372, -1.997], [0.963, -0.851, -0.481], [-1.430, -5.232, -1.312], [-3.376, 0.629, 1.734], [-2.137, -0.379, 3.638], [0.867, -3.617, 1.484], [-4.588, -6.687, -3.885], [-0.836, 4.739, 0.019], [6.216, -1.304, 2.247], [-0.369, 0.678, -3.605], [5.286, 5.820, -0.461], [-0.704, -1.819, -3.222], [-0.466, -3.748, -1.051], [-3.749, -1.120, 1.973], [-2.173, 2.723, 1.920], [-5.288, -1.881, -1.334], [5.489, 4.215, -0.165], [-3.617, -1.370, -1.715], [5.813, -1.872, -2.633], [0.314, 0.236, -1.676], [-3.499, -1.004, 4.329], [-0.353, 3.090, 0.134], [0.669, 0.892, -0.015], [-2.053, 0.212, -3.759], [-2.041, 3.534, -0.312], [2.829, -0.482, 3.211], [5.504, -3.509, -2.952], [2.704, 0.691, 4.553], [6.648, -2.572, 1.248]]}



{"formula": "C26H50F18KN3O22S6", "method": "ωB97M-V/def2-TZVPD", "energy_ev": -207530.6037, "lumo_energy_ev": 2.691, "charge": -2, "homo_ev": -5.613, "elements": ["K", "S", "S", "S", "S", "S", "S", "F", "F", "F", "F", "F", "F", "F", "F", "F", "F", "F", "F", "F", "F", "F", "F", "F", "F", "O", "O", "O", "O", "O", "O", "O", "O", "O", "O", "O", "O", "O", "O", "O", "O", "O", "O", "O", "O", "O", "O", "N", "N", "N", "C", "C", "C", "C", "C", "C", "C", "C", "C", "C", "C", "C", "C", "C", "C", "C", "C", "C", "C", "C", "C", "C", "C", "C", "C", "C", "H", "H", "H", "H", "H", "H", "H", "H", "H", "H", "H", "H", "H", "H", "H", "H", "H", "H", "H", "H", "H", "H", "H", "H", "H", "H", "H", "H", "H", "H", "H", "H", "H", "H", "H", "H", "H", "H", "H", "H", "H", "H", "H", "H", "H", "H", "H", "H", "H", "H"], "xyz": [[-0.632, 0.751, 0.049], [-5.414, 0.506, -7.405], [6.995, 1.632, 3.389], [-2.032, -3.025, 0.500], [-0.848, -2.447, 2.664], [-3.907, 1.731, -5.760], [4.881, 0.796, 4.720], [2.535, 1.228, 3.616], [-8.111, 0.717, -7.260], [-7.390, -1.373, -6.890], [6.554, 2.274, 0.814], [-0.794, 0.199, 3.256], [2.239, 0.670, 5.630], [1.115, -0.797, 3.509], [-3.442, 0.543, -3.282], [-3.965, -0.803, -4.901], [-7.426, -0.788, -8.862], [5.365, 0.602, 1.529], [-0.470, -1.213, 5.030], [0.068, -3.232, -1.054], [7.509, 0.339, 1.122], [-1.849, -4.103, -1.852], [-1.505, -2.031, -1.893], [3.035, 2.728, 5.149], [-2.051, 0.101, -4.870], [-3.142, 2.612, 8.419], [3.466, -3.087, -0.254], [-4.480, -0.665, -7.401], [-2.996, 1.896, -6.892], [0.854, 3.104, 0.628], [-2.123, -2.850, 3.292], [-0.202, -3.007, -7.686], [-1.834, 2.076, 5.898], [4.919, -0.427, 3.930], [-5.328, 1.364, -8.621], [5.361, 0.621, 6.075], [-3.334, -2.522, 0.210], [0.241, -3.432, 2.630], [-2.740, 2.532, 0.496], [0.371, -4.119, -4.875], [4.338, -4.695, 2.279], [7.517, 0.470, 4.002], [1.987, 1.122, -1.131], [-1.471, 2.827, -1.827], [-1.956, -4.437, 0.930], [-3.957, 2.897, -4.919], [7.885, 2.797, 3.213], [-1.032, -1.826, 1.307], [-5.534, 1.319, -6.103], [5.447, 2.077, 4.048], [-3.283, 0.322, -4.601], [6.545, 1.188, 1.573], [3.544, -2.630, 1.146], [2.674, 2.324, -0.832], [0.213, 3.728, 1.806], [0.000, -2.855, -4.456], [-3.295, 2.090, 5.986], [2.581, 0.433, -2.257], [-0.165, -0.921, 3.740], [0.138, -4.318, -7.264], [4.721, -3.135, -0.875], [3.007, 1.367, 4.817], [-0.339, -4.754, -5.923], [-3.621, 2.262, 9.641], [2.274, 2.796, 0.595], [-7.235, -0.250, -7.590], [-3.077, 3.766, -0.204], [-1.921, 4.002, -1.137], [-3.795, 1.822, 1.233], [-1.542, -2.675, -7.634], [-0.490, 3.009, -2.817], [-3.725, 1.770, 7.403], [4.669, -3.270, 2.085], [-1.266, -3.113, -1.234], [-1.254, 3.264, 5.375], [4.986, -5.423, 3.226], [-3.402, 0.996, 1.825], [0.151, 3.113, 2.704], [4.568, -2.891, 3.102], [-1.869, -2.391, -6.633], [2.622, 2.129, 1.384], [-4.000, 3.567, -0.749], [4.493, -6.394, 3.266], [-1.085, 4.365, -0.539], [6.005, -5.668, 2.928], [-4.814, 1.797, 7.376], [-1.723, 4.148, 5.806], [-4.421, 1.441, 0.427], [-1.739, -1.887, -8.360], [-2.105, 4.741, -1.917], [-2.172, -3.516, -7.925], [1.213, -4.494, -7.308], [-1.386, -4.512, -5.740], [-0.179, 3.355, 5.531], [-0.176, -5.808, -5.697], [5.689, -3.104, 1.738], [-3.368, 0.767, 7.639], [0.373, -2.103, -5.151], [-0.173, 2.043, -3.210], [2.612, 3.150, -1.541], [-3.783, 3.014, 5.676], [-3.304, 4.622, 0.431], [-3.398, 1.230, 9.912], [-1.252, 3.203, 4.287], [5.180, -2.171, -0.656], [4.508, -3.225, -1.940], [1.942, -0.396, -2.562], [2.748, 3.776, 0.648], [-3.123, 2.942, 10.333], [3.598, 0.154, -1.983], [-0.349, -5.051, -7.908], [5.288, -4.029, -0.614], [2.556, -2.901, 1.518], [-4.495, 2.427, 1.808], [0.424, -2.535, -3.504], [0.391, 3.525, -2.434], [4.990, -4.844, 4.150], [-0.662, 4.281, 1.465], [0.821, 4.602, 2.041], [3.548, -1.541, 1.107], [-3.685, 1.367, 5.268], [3.737, 2.084, -0.807], [2.642, 1.102, -3.115], [-1.082, -2.770, -4.357], [-0.705, 3.587, -3.715], [-4.710, 2.248, 9.599]]}